*a*
Molecular formula: C4H7IO
Method: DFT, ωB97M-V/def2-TZVPD

Geometry (Å):
C  -1.624  0.443  -0.066
C  0.211  -1.169  -0.353
C  0.339  0.604  1.337
C  -0.371  -0.027  0.380
O  -2.166  -0.014  -1.039
I  0.376  2.515  -2.701
H  -2.093  1.361  0.287
H  1.102  -1.700  0.206
H  0.746  -0.655  -1.187
H  -0.605  -1.760  -0.687
H  1.286  0.097  1.583
H  0.106  0.991  -2.907
H  0.004  1.510  1.751

Summary:
E_LUMO ... 0.1 eV
HOMO ... -9.925 eV
SMILES ... C=C(C)C=O.I
Gap between HOMO and LUMO ... 10.00 eV

=====

*b*
Molecular formula: C4H7IO
Method: DFT, ωB97M-V/def2-TZVPD

Geometry (Å):
C  -0.892  -0.460  -0.913
C  -1.338  0.146  0.490
C  0.080  0.329  -0.043
C  1.114  -0.487  0.607
O  0.445  1.665  -0.303
I  3.131  -0.002  -0.029
H  -0.725  -1.523  -0.763
H  -1.222  0.035  -1.838
H  -1.983  0.962  0.718
H  -1.298  -0.628  1.191
H  1.159  -1.598  0.388
H  1.252  -0.256  1.761
H  0.276  1.817  -1.266

Summary:
E_LUMO ... 0.6 eV
HOMO ... -9.160 eV
SMILES ... OC1(CI)CC1
Gap between HOMO and LUMO ... 9.73 eV

=====

Stability ranking, top and bottom: *a* is the most stable and *b* is the least stable.

=====

*a*
Molecular formula: C8H13N
Method: DFT, ωB97M-V/def2-TZVPD

Geometry (Å):
C  1.215  -1.086  -1.073
C  0.314  -1.680  0.143
C  -1.184  0.227  1.159
C  0.228  0.712  1.036
C  0.191  0.905  -0.478
C  1.443  0.482  -1.078
C  -0.995  1.930  -0.514
C  -1.869  1.400  0.351
H  0.697  -1.417  -1.995
H  2.180  -1.635  -0.909
H  0.204  -2.752  -0.140
H  0.949  -1.761  1.034
H  -1.629  -1.768  0.976
H  -1.528  0.025  2.210
H  0.860  -0.114  1.481
H  0.380  1.670  1.594
H  -0.517  0.112  -0.801
H  1.648  0.834  -2.067
H  2.395  0.657  -0.538
H  -0.990  2.796  -1.262
H  -2.961  1.566  0.477
N  -1.031  -1.105  0.397

Summary:
E_LUMO ... 1.1 eV
HOMO ... -8.254 eV
SMILES ... C1=C[C@@H]2C[C@@H]1CCCN2
Gap between HOMO and LUMO ... 9.33 eV

=====

*b*
Molecular formula: C8H13N
Method: DFT, ωB97M-V/def2-TZVPD

Geometry (Å):
C  -1.094  -0.998  0.812
C  1.547  0.556  0.918
C  -1.901  0.054  0.175
C  -1.017  -2.357  0.212
C  0.985  2.057  -1.215
C  1.114  -0.318  -0.168
C  0.464  1.011  -0.243
C  -0.900  1.149  0.185
N  1.599  -1.145  -1.006
H  -0.868  -0.894  1.863
H  2.370  -1.673  -0.592
H  1.112  0.503  1.904
H  2.548  0.983  0.872
H  -2.285  -0.199  -0.821
H  -2.751  0.329  0.812
H  -1.208  2.127  0.552
H  -0.541  -2.350  -0.774
H  -2.032  -2.747  0.046
H  -0.484  -3.059  0.854
H  2.061  1.960  -1.361
H  0.780  3.063  -0.839
H  0.500  1.947  -2.186

Summary:
E_LUMO (alpha / beta) ... 0.1 / 0.4 eV
HOMO (alpha / beta) ... -7.472 / -7.570 eV
Gap between HOMO and LUMO (alpha / beta) ... 7.58 / 7.96 eV

=====

*c*
Molecular formula: C8H13N
Method: DFT, ωB97M-V/def2-TZVPD

Geometry (Å):
C  2.281  0.553  -0.112
C  1.911  -0.982  0.062
C  0.513  -0.604  -0.294
C  0.780  0.698  0.298
C  -0.285  1.632  -0.045
C  -1.508  0.771  0.208
C  -1.682  -0.224  -0.930
C  -1.328  -0.620  1.020
H  3.171  0.860  0.441
H  2.541  0.507  -1.290
H  2.387  -1.799  -0.507
H  2.085  -1.400  1.007
H  0.490  -0.569  -1.330
H  0.837  0.596  1.377
H  -0.159  2.479  0.691
H  -0.237  1.923  -1.084
H  -2.310  1.484  0.369
H  -1.243  -0.149  -1.927
H  -2.742  -0.330  -1.027
H  -0.681  -0.557  1.941
H  -2.222  -1.265  1.267
N  -0.857  -1.303  -0.167

Summary:
E_LUMO ... 1.1 eV
HOMO ... -8.837 eV
Gap between HOMO and LUMO ... 9.95 eV

=====

Stability ranking, top and bottom: *a* is the most stable and *b* is the least stable.